1.
Entry from the OMol25 dataset: a 2-piece molecular cluster, C5H14 overall (ωB97M-V/def2-TZVPD).

**Gap between HOMO and LUMO**: 12.4 eV
**Relative energy (zero: lowest compared OMol25 entry of this formula, charge and spin)**: 3.1 kcal per mole
**Electronic energy**: -5411.91689 eV
**LUMO energy**: 1.09 eV

```
19
Properties=species:S:1:pos:R:3:forces:R:3:nbo_charge:R:1
C 2.4402 0.8980 0.0559 -0.4253 0.5159 0.5213 -0.6103
C 1.2152 0.4307 0.8442 -0.2242 -0.5691 0.5551 -0.3953
C 0.8097 1.3908 1.9639 0.6478 -0.1247 -0.1210 -0.6019
H 3.3472 0.5534 0.5504 0.1019 -0.1367 -0.2070 0.2059
H 2.3959 0.5744 -0.9766 0.2494 -0.1105 -0.1485 0.2114
H 2.4905 1.9953 0.0868 -0.0509 -0.1746 -0.2583 0.1994
H 0.3286 0.2615 0.2322 0.1279 0.1894 -0.3912 0.1931
H 1.4089 -0.5676 1.2745 0.0579 0.3165 -0.0654 0.1923
H 0.5075 2.3459 1.5424 -0.3031 0.0832 -0.0028 0.1993
H 0.0311 0.9633 2.5843 -0.3013 0.0903 0.0377 0.2080
H 1.6531 1.6149 2.6177 0.1241 -0.0890 0.0681 0.1977
C -1.6496 -1.6651 -1.8690 -0.0526 0.1149 0.2193 -0.6047
C -2.4907 -0.9444 -0.8150 0.1120 0.1648 -0.3502 -0.6036
H -2.2732 -2.3953 -2.3754 -0.0067 -0.1393 -0.1731 0.2020
H -1.2423 -0.9970 -2.6207 0.0184 0.1873 -0.0870 0.2012
H -0.8098 -2.1981 -1.4251 0.0019 -0.0367 0.0866 0.2018
H -3.2607 -0.3278 -1.2746 -0.2000 -0.1393 -0.1544 0.2013
H -1.9266 -0.2428 -0.2021 0.2146 -0.2318 0.1503 0.1998
H -2.9750 -1.6901 -0.1938 -0.0918 0.0893 0.3206 0.2025
```
Forces are in eV/Å.

=====

2.
Entry from the OMol25 dataset: one molecule with the formula C4H9N3O at a distorted geometry (ωB97M-V/def2-TZVPD).

**Gap between HOMO and LUMO**: 9.9 eV
**Relative energy (zero: lowest compared OMol25 entry of this formula, charge and spin)**: 176.9 kcal per mole
**Electronic energy**: -10804.79282 eV
**LUMO energy**: 0.88 eV

```
17
Properties=species:S:1:pos:R:3:forces:R:3:nbo_charge:R:1
C -1.8779 1.5335 -1.2826 -0.0974 2.4279 -1.7053 -0.3850
C -2.3412 0.7448 -0.3472 2.7854 -3.9323 1.0051 -0.2647
C -1.2910 0.4968 0.8131 -1.9201 -0.2520 -1.0580 -0.1424
O -0.2555 1.3388 0.4377 3.7867 0.7876 1.8407 -0.4354
N 0.9293 0.8311 -0.3832 -4.3632 -1.9970 -1.4047 -0.3114
C 1.6099 -0.1975 0.2699 3.5604 -0.0945 2.6624 0.1491
N 1.7239 -1.3998 -0.0924 -1.1876 -1.7701 -2.0952 -0.2629
N 2.6471 -2.3039 0.4392 -0.2227 -0.9234 1.5133 -0.6704
H -2.6127 1.7644 -2.0471 0.5502 -0.1468 -0.7522 0.1958
H -0.8710 2.0924 -1.2376 -2.3819 -0.5957 -0.0750 0.2377
H -2.8347 -0.2117 -0.6179 -1.3261 1.3559 0.3320 0.2155
H -0.9589 -0.6248 0.8918 -0.8538 2.0719 0.3786 0.1983
H -1.8632 1.0317 1.6704 1.6871 -1.5111 -0.4839 0.2161
H 0.3467 0.2928 -1.1324 1.4895 1.2239 0.8764 0.3568
H 2.3858 0.1641 1.0166 -1.1887 -0.0501 -0.2842 0.1375
H 2.6367 -3.4255 0.1023 -0.8511 4.5633 1.2586 0.4056
H 2.6269 -2.1274 1.4993 0.5335 -1.1574 -2.0087 0.3598
```
Forces are in eV/Å.

=====

3.
Entry from the OMol25 dataset: a 2-piece molecular cluster, C3H3NS2 overall at a distorted geometry (ωB97M-V/def2-TZVPD).

**Gap between HOMO and LUMO**: 7.7 eV
**Relative energy (zero: lowest compared OMol25 entry of this formula, charge and spin)**: 93.6 kcal per mole
**Electronic energy**: -26315.22895 eV
**LUMO energy**: -1.41 eV

```
9
Properties=species:S:1:pos:R:3:forces:R:3:nbo_charge:R:1
N -0.1785 0.3413 0.9355 2.9563 1.5839 0.0753 -0.3360
C 0.6535 0.7330 0.2117 -0.7938 -0.7595 -0.3863 0.0452
S 1.8981 0.8499 -1.0325 -0.0872 -1.6243 3.1100 0.1964
S 3.0142 -0.4428 0.4770 0.2301 1.0649 -1.2475 -0.0665
H 2.9579 -1.6636 -0.0797 -0.2457 0.1621 -0.3683 0.1394
C -2.0295 -0.5305 -0.4275 0.2481 -0.4210 -0.3989 -0.2464
C -2.2710 0.5662 -0.0172 -2.6614 1.4385 0.3262 -0.2017
H -1.3111 -1.3070 -0.5090 -0.3756 -0.5562 -0.4370 0.2276
H -2.7334 1.4535 0.4417 0.7292 -0.8883 -0.6734 0.2420
```
Forces are in eV/Å.

=====

4.
Entry from the OMol25 dataset: a 2-piece molecular cluster, C4H12N3 overall at a distorted geometry (ωB97M-V/def2-TZVPD).

**Gap between HOMO and LUMO**: 5.1 eV
**Net charge**: +1
**Relative energy (zero: lowest compared OMol25 entry of this formula, charge and spin)**: 171.0 kcal per mole
**Electronic energy**: -8800.32087 eV
**LUMO energy**: -8.73 eV

```
19
Properties=species:S:1:pos:R:3:forces:R:3:nbo_charge:R:1
C -0.7897 -0.4775 0.9137 -1.7000 1.8476 0.3784 -0.2374
C -1.3741 -0.0963 -0.5509 1.8130 -0.5442 -1.3074 -0.3758
C -2.8606 -0.3994 -0.9123 2.1060 -1.3663 0.6435 -0.6157
N 3.6607 -0.0033 -0.8596 -2.3603 1.5069 1.0425 -0.7021
C 2.5635 0.1446 0.1391 1.6625 -0.6021 -1.9602 0.1485
N 1.5452 0.8634 0.0667 1.1625 0.2282 -0.8642 -0.0905
N -0.4329 0.7227 1.7495 0.6808 -1.1364 -1.7162 -0.5287
H -1.5107 -1.0962 1.4609 0.1563 0.1465 -0.0763 0.2415
H 0.1271 -0.9804 0.6995 0.4840 -0.5129 0.3180 0.1972
H -1.1351 0.9450 -0.7337 -0.0914 0.3535 0.1407 0.2082
H -0.5704 -0.6255 -1.2276 -1.9407 0.6748 0.8415 0.2145
H -3.4876 0.1025 -0.2095 -0.7252 0.3445 0.2071 0.2175
H -3.1315 -0.2370 -1.9528 0.2369 0.5593 0.0823 0.2454
H 4.5435 -0.0804 -0.3796 0.2715 -0.2986 0.3488 0.4083
H 3.7217 0.7969 -1.4963 -0.2504 -0.2557 0.1067 0.4072
H 2.7593 -0.6501 0.8491 -0.4985 -0.0424 0.9610 0.2786
H -2.9298 -1.4783 -0.7803 -0.5724 -0.0919 0.1703 0.2147
H -1.1658 1.4303 1.9345 0.3341 -0.6147 -0.5301 0.3999
H 0.4673 1.1191 1.2896 -0.7688 -0.1964 1.2136 0.3686
```
Forces are in eV/Å.